1.
Below is a structure of composition C48H34F6O14V3, with properties calculated with wB97M-V/def2-TZVPD.

Output
LUMO energy   -0.6 eV
Energy   -172360.92734 eV
Net charge   -1

Each line ends with the Löwdin charge.
Atoms and positions in Å:
O 2.24055 -1.04097 4.34171  -0.310
V 0.68641 -1.01398 4.53411  1.015
O 0.20152 0.50719 4.73716  -0.306
O -2.12398 -3.74102 2.36088  -0.272
V -2.39644 -2.21102 2.38980  0.991
O -3.96407 -2.10457 2.36138  -0.314
O 3.06382 2.14528 -3.55844  -0.283
V 2.02162 2.87743 -2.63251  0.980
O 2.47370 4.34771 -2.23841  -0.319
C -1.79766 -2.30692 7.92090  -0.001
C -1.15600 -2.10284 6.69429  -0.324
C -2.07806 -2.19257 5.38207  -0.251
O -1.52050 -1.98660 4.27111  -0.194
C -3.49235 -2.44745 5.53862  0.021
C -3.99463 -2.80135 6.77908  -0.298
C -3.12347 -2.64193 8.01735  -0.324
O -3.54906 -2.92369 9.21857  -0.019
O -5.27920 -3.08818 6.85983  -0.016
O 0.01055 -1.80536 6.44173  -0.070
H -1.27555 -2.14548 8.85243  0.120
H -4.14988 -2.52061 4.68497  0.092
C -0.76240 -0.27124 -1.32666  0.064
C 0.26466 0.77922 -1.58277  -0.222
C 1.28199 1.02535 -0.46312  -0.281
O 2.20323 1.82362 -0.65723  -0.019
C 1.16041 0.36774 0.81895  0.048
C 0.17824 -0.51844 0.99933  -0.309
C -0.76537 -0.90738 -0.09021  -0.276
O -1.77047 -1.71488 0.08190  -0.043
O 0.05306 -0.95482 2.20701  -0.089
O 0.42509 1.50635 -2.61050  -0.088
H -1.52984 -0.57346 -2.02386  0.102
H 1.81076 0.72115 1.60541  0.114
F 4.06519 -4.65294 -0.57174  0.080
C 4.22548 -3.74282 0.35274  -0.291
C 4.08500 -2.34090 0.05704  0.010
C 4.15950 -1.41944 1.14453  -0.073
C 4.63868 -1.85684 2.39119  -0.085
C 4.78017 -3.23078 2.64529  -0.085
C 4.68411 -4.15704 1.62672  -0.025
H 3.83612 -1.96926 -0.92599  0.099
H 4.09388 -0.36447 0.92289  0.079
H 4.83557 -1.11071 3.14679  0.083
H 5.04477 -3.60501 3.62321  0.103
H 4.95579 -5.18472 1.81762  0.109
F 7.33067 1.07528 3.97634  0.070
C 6.06340 1.38963 3.77580  -0.331
C 5.20501 1.43854 4.85446  -0.014
C 3.89509 1.84530 4.62225  -0.079
C 3.44335 2.12357 3.35282  -0.096
C 4.33891 2.12972 2.28667  -0.082
C 5.69351 1.69386 2.46781  0.002
H 5.43976 1.11535 5.85787  0.117
H 3.32967 1.88885 5.54138  0.113
H 2.41353 2.38342 3.15698  0.100
H 4.09182 2.35160 1.25900  0.083
H 6.46145 1.58462 1.71632  0.115
F -7.83482 -5.05722 -3.84198  0.030
C -6.76009 -4.65750 -3.09033  -0.247
C -5.88567 -3.67653 -3.54687  -0.022
C -4.86454 -3.17075 -2.71086  -0.073
C -4.62971 -3.74034 -1.42999  -0.060
C -5.47691 -4.77134 -1.01390  -0.078
C -6.56296 -5.20135 -1.78781  -0.014
H -5.87567 -3.31388 -4.56411  0.095
H -4.25244 -2.33110 -3.00539  0.089
H -3.81903 -3.33482 -0.84284  0.085
H -5.41749 -5.25329 -0.04922  0.104
H -7.27593 -5.93684 -1.44556  0.107
F -4.24471 -3.74771 -6.38922  0.051
C -3.40313 -2.73843 -6.06256  -0.291
C -3.50105 -1.54577 -6.71301  -0.037
C -2.73883 -0.44378 -6.37115  -0.076
C -1.80061 -0.52428 -5.32501  -0.061
C -1.63597 -1.78527 -4.67967  -0.059
C -2.46686 -2.89373 -5.02129  -0.007
H -4.21510 -1.56712 -7.52300  0.119
H -2.85142 0.48863 -6.90439  0.078
H -1.24524 0.35105 -5.02209  0.074
H -1.02099 -1.84306 -3.79375  0.085
H -2.39109 -3.74121 -4.35612  0.113
F 1.01602 3.94440 -4.53419  0.034
C 0.20964 3.76176 -5.57586  -0.251
C 0.61325 4.24120 -6.85546  -0.005
C -0.18443 4.10807 -7.97801  -0.074
C -1.46938 3.56666 -7.75134  -0.082
C -1.95981 3.08078 -6.49478  -0.050
C -1.02482 3.13256 -5.40572  -0.006
H 1.53750 4.78191 -6.99619  0.115
H 0.08296 4.51188 -8.94333  0.106
H -2.17681 3.64435 -8.56369  0.092
H -2.97320 2.71459 -6.42154  0.096
H -1.32602 2.73294 -4.44865  0.103
F -0.26192 6.46862 3.49840  0.075
C 0.81509 5.98644 2.88422  -0.280
C 2.07903 6.48545 3.20892  -0.036
C 3.21602 6.06731 2.57439  -0.078
C 3.12715 5.15391 1.48077  -0.060
C 1.84045 4.63653 1.16761  -0.089
C 0.70791 5.06941 1.84939  -0.016
H 2.24149 7.17597 4.02329  0.112
H 4.15850 6.45802 2.92863  0.101
H 3.97244 4.77354 0.92650  0.093
H 1.64583 3.93920 0.36619  0.067
H -0.17373 4.52908 1.53772  0.113

2.
Below is a structure of composition C48H34GeI4N4W, with properties calculated with wB97M-V/def2-TZVPD.

Output
LUMO energy (spin up / spin down)   -8.0 / -7.9 eV
Energy   -147015.17889 eV
Net charge   +2

Each line ends with the Löwdin charge.
Atoms and positions in Å:
W -0.21210 0.01852 0.00686  1.796
I -3.15554 -6.51722 6.75544  0.956
C -2.82817 -5.48940 4.98992  -0.721
C -1.59479 -5.64453 4.29917  -0.119
C -1.21378 -4.66632 3.36963  -0.057
C -1.99790 -3.53543 3.03314  -0.158
C -3.27162 -3.44947 3.67456  -0.034
C -3.63533 -4.36254 4.66153  -0.126
C -1.51661 -2.37997 2.16709  -0.013
C -0.23458 -1.87382 2.39707  -0.201
C 0.61926 -2.38510 3.38811  0.035
C 1.79129 -1.62744 3.40978  0.044
C 1.75708 -0.70810 2.35111  -0.163
C 2.75277 0.27194 2.05267  -0.022
C 4.01132 0.39079 2.86756  -0.183
C 4.35755 1.69868 3.35037  -0.005
C 5.26669 1.78139 4.38704  -0.138
C 5.78935 0.64589 4.98116  -0.687
I 7.06005 0.79670 6.65407  0.923
C 5.55502 -0.64814 4.42183  -0.110
C 4.72545 -0.70642 3.33376  -0.066
C 2.55710 1.13153 0.92785  -0.218
N 1.38134 1.25536 0.18162  -0.075
C 1.76503 2.14703 -0.90915  -0.137
C 0.89951 2.70382 -1.89590  -0.063
C 1.43336 3.59048 -2.96808  -0.212
C 2.32449 4.58465 -2.61044  -0.040
C 2.85202 5.43407 -3.59386  -0.115
C 2.57749 5.20908 -4.93106  -0.710
I 3.26257 6.43243 -6.48843  0.933
C 1.69230 4.14893 -5.28414  -0.126
C 1.16205 3.32464 -4.31910  -0.039
C -0.45420 2.44396 -1.90332  -0.181
C -1.45108 3.20901 -2.63024  0.053
C -2.71303 2.81370 -2.22968  0.040
C -2.53246 1.68976 -1.36521  -0.176
N -1.16918 1.43097 -1.15913  -0.072
C -3.62475 0.88151 -0.89952  -0.039
C -3.41730 -0.21963 -0.13495  -0.196
C -4.39826 -1.20636 0.22636  0.047
C -3.77685 -2.17465 0.97548  0.016
C -2.42010 -1.76956 1.21028  -0.178
N -2.17592 -0.56360 0.50590  -0.059
C -5.04009 1.23580 -1.32366  -0.186
C -6.05198 1.31758 -0.33801  -0.032
C -7.36305 1.71224 -0.61131  -0.130
C -7.65348 2.03396 -1.93534  -0.732
I -9.54404 2.78011 -2.35989  0.948
C -6.69078 1.79836 -2.95954  -0.100
C -5.39025 1.36620 -2.66067  -0.032
C 3.21211 2.28042 -0.91998  0.036
C 3.66599 1.63902 0.18571  0.017
N 0.41764 -0.74545 1.78132  -0.088
H -0.93761 -6.45482 4.56007  0.097
H -0.18584 -4.78593 2.93530  0.131
H -3.91526 -2.59179 3.46306  0.116
H -4.61435 -4.19425 5.11534  0.108
H 0.42909 -3.24811 3.98135  0.102
H 2.63763 -1.80602 4.04649  0.115
H 3.80514 2.53356 2.90148  0.128
H 5.42928 2.74916 4.81439  0.100
H 6.04879 -1.50816 4.85502  0.102
H 4.41092 -1.67073 2.85964  0.136
H 2.40281 4.73690 -1.51712  0.137
H 3.58771 6.24294 -3.34410  0.124
H 1.47476 3.91517 -6.31780  0.100
H 0.48763 2.48355 -4.54928  0.130
H -1.17029 3.97799 -3.32207  0.121
H -3.65885 3.29853 -2.30394  0.124
H -5.47675 -1.20592 0.03725  0.140
H -4.07588 -3.18981 1.21486  0.133
H -5.71635 1.02055 0.63509  0.109
H -8.14515 1.77639 0.15706  0.108
H -7.09082 1.78788 -3.97428  0.102
H -4.64489 1.28855 -3.41286  0.111
H 3.78998 2.73990 -1.72507  0.136
H 4.62223 1.69758 0.70764  0.136
C 1.80486 -3.93767 -2.37072  -0.223
Ge 1.99513 -2.00289 -2.33720  0.776
C 2.02419 -1.21062 -4.12128  -0.200
C 3.79727 -1.66664 -1.54909  -0.210
C 0.44069 -1.28727 -1.21309  -0.357
H 2.64474 -4.42533 -2.87257  0.041
H 0.94353 -4.21904 -3.00772  0.035
H 1.56793 -4.32493 -1.40476  0.010
H 1.45449 -1.91550 -4.74231  0.031
H 3.03872 -1.11445 -4.45900  0.022
H 1.52951 -0.21550 -4.10584  0.017
H 4.38754 -2.62047 -1.52677  0.043
H 3.62786 -1.38724 -0.50221  -0.013
H 4.32367 -0.85820 -2.11608  0.034
H -0.43563 -1.93268 -1.60468  0.041

3.
Below is a structure of composition C48H37Cl2N11O8S5Y, with properties calculated with wB97M-V/def2-TZVPD.

Output
LUMO energy   1.3 eV
Energy   -163421.74217 eV
Net charge   -1

Each line ends with the natural charge from an NBO analysis.
Atoms and positions in Å:
Y -0.90705 0.46447 0.53663  1.832
Cl -2.41060 -6.10942 1.71445  -0.003
C -1.95014 -4.47300 2.04630  -0.078
C -2.58427 -3.44427 1.36526  -0.244
C -2.18837 -2.12583 1.56779  0.131
N -2.69754 -1.02592 0.87193  -0.806
C -4.00729 -0.99371 0.59888  0.620
O -4.85437 -1.83792 0.88607  -0.657
C -4.44653 0.22223 -0.17313  0.135
C -5.75738 0.22420 -0.64785  -0.216
C -6.19650 1.26745 -1.43370  -0.162
C -5.28345 2.26397 -1.74331  -0.246
C -4.00190 2.17652 -1.22942  0.055
N -3.57709 1.20245 -0.42992  -0.448
C -1.15461 -1.84779 2.49411  0.230
C -0.55339 -2.88721 3.19054  -0.240
C -0.94182 -4.19805 2.95822  -0.092
Cl -0.15147 -5.48253 3.80499  -0.001
N -0.78885 -0.50471 2.63852  -0.834
C -0.66536 -0.02045 3.87726  0.620
O -0.84890 -0.60811 4.94103  -0.651
C -0.23296 1.42397 3.92504  0.157
C 0.41050 1.84469 5.08937  -0.215
C 0.86674 3.14406 5.17905  -0.155
C 0.66275 3.97719 4.08707  -0.243
C -0.00131 3.47557 2.98124  0.042
N -0.46228 2.22947 2.88475  -0.475
H -3.39397 -3.67069 0.68963  0.252
H -6.38612 -0.61148 -0.38593  0.253
H -7.20722 1.29365 -1.81405  0.219
H -5.55347 3.09198 -2.37917  0.218
H -3.27920 2.93369 -1.49829  0.189
H 0.21304 -2.67709 3.91923  0.240
H 0.53405 1.12170 5.88398  0.252
H 1.37657 3.49300 6.06666  0.222
H 1.01071 4.99825 4.09244  0.227
H -0.15606 4.11630 2.12297  0.194
N -2.61486 3.68727 1.20405  -0.779
C -1.77833 3.79828 0.16104  0.300
N -0.95862 2.86475 -0.22575  -0.643
C -0.27398 3.22313 -1.36934  0.223
C -0.57828 4.45770 -1.84865  -0.460
S -1.75319 5.23523 -0.84457  0.378
C 0.71027 2.30975 -1.91299  0.107
C 1.39258 2.44781 -3.08296  -0.419
S 2.53008 1.16740 -3.26449  0.396
C 1.99434 0.52269 -1.72381  0.315
N 1.04406 1.20470 -1.16573  -0.589
N 2.59924 -0.54407 -1.16611  -0.793
H -2.50479 2.88085 1.80549  0.430
H -3.17542 4.46520 1.50162  0.412
H -0.17959 4.94964 -2.70937  0.249
H 1.28522 3.19150 -3.84639  0.242
H 3.09451 -1.17125 -1.77934  0.400
H 2.07367 -0.97135 -0.40756  0.432
O 6.56423 5.42035 0.43507  -1.005
S 7.71410 5.03816 1.23664  2.387
O 8.58333 4.03688 0.62660  -1.006
O 8.39117 6.14568 1.88246  -0.998
C 7.02012 3.98086 2.56997  0.159
N 7.67573 3.76075 3.70050  -0.420
C 7.17470 2.85049 4.51583  0.076
C 5.98455 2.17887 4.25841  -0.314
C 5.37477 2.47813 3.04124  0.192
N 5.92420 3.35677 2.20456  -0.439
C 4.09836 1.92871 2.56633  -0.008
C 3.59176 0.66632 2.86861  -0.241
C 2.38143 0.27801 2.31339  0.049
N 1.64643 1.04976 1.51637  -0.495
C 2.14739 2.25395 1.22447  0.034
C 3.34710 2.72888 1.70178  -0.171
H 7.73645 2.67259 5.42628  0.187
H 5.54321 1.50194 4.97377  0.214
H 4.13532 -0.01905 3.50331  0.223
H 1.97272 -0.70182 2.52465  0.209
H 1.55447 2.87015 0.56580  0.199
H 3.73596 3.69333 1.41112  0.262
C 2.94167 -7.50118 -1.21194  -0.632
C 2.28052 -6.16052 -1.28616  0.010
C 2.47691 -5.32522 -2.37999  -0.226
C 1.80870 -4.11612 -2.46996  -0.231
C 0.94841 -3.73558 -1.45619  -0.180
C 0.77213 -4.53701 -0.34138  -0.223
C 1.43176 -5.74737 -0.26333  -0.199
S 0.03219 -2.16661 -1.62896  1.296
C -1.59224 -2.98531 -1.73595  -0.799
O 0.13228 -1.59485 -0.23913  -1.058
H 3.83501 -7.53247 -1.83024  0.215
H 2.25386 -8.26977 -1.56748  0.223
H 3.20835 -7.74224 -0.18571  0.221
H 3.14966 -5.62348 -3.17127  0.211
H 1.93817 -3.47156 -3.32822  0.216
H 0.11671 -4.20827 0.45040  0.241
H 1.28204 -6.38514 0.59449  0.222
H -1.55106 -3.96725 -1.28065  0.239
H -1.85128 -3.05335 -2.78823  0.246
H -2.28661 -2.34166 -1.20662  0.270
O -5.14162 -0.94027 -7.82182  -0.678
C -5.51517 -1.08350 -6.52547  0.775
O -6.59829 -1.54851 -6.27294  -0.582
C -4.53178 -0.68550 -5.50530  -0.261
C -4.69336 -1.19263 -4.21364  -0.086
C -3.77853 -0.93495 -3.22095  -0.282
C -2.65406 -0.14446 -3.48574  -0.114
S -1.34780 0.14691 -2.37673  -0.369
C -2.53274 0.42356 -4.76275  -0.238
C -3.44517 0.16119 -5.75392  -0.181
H -4.23487 -0.61599 -7.88877  0.481
H -5.55277 -1.81480 -4.01744  0.225
H -3.93497 -1.35936 -2.24161  0.219
H -1.68915 1.07302 -4.94236  0.219
H -3.31622 0.64470 -6.71491  0.193

4.
Below is a structure of composition C48H37CsN2OP2SSe2, with properties calculated with wB97M-V/def2-TZVPD.

Output
Energy relative to the best compared isomer or geometry (same formula, charge and spin)   19.5 kcal per mole
LUMO energy   -0.8 eV
Energy   -216055.96006 eV

Each line ends with the Löwdin charge.
Atoms and positions in Å:
Cs -0.47980 -0.29276 -1.67748  0.861
O 1.43491 -1.25669 2.40549  -0.465
S 1.43307 0.23927 2.28648  0.945
C 1.14659 0.87466 3.93154  -0.364
C 1.89500 0.35880 4.98075  -0.076
C 1.62140 0.75615 6.28044  -0.062
C 0.59756 1.65940 6.52005  -0.067
C -0.17557 2.13345 5.46836  -0.101
C 0.06249 1.73588 4.15314  -0.356
P -1.25475 2.23968 2.94660  1.119
C -1.97621 0.56760 2.63127  -0.353
C -1.60751 -0.38999 1.68392  -0.140
C -2.16134 -1.66066 1.69716  -0.081
C -3.11539 -1.99725 2.64622  -0.072
C -3.52091 -1.05057 3.57360  -0.074
C -2.95805 0.21877 3.56045  -0.110
C -0.33905 2.74351 1.45087  -0.412
C 0.92872 3.31877 1.55611  -0.126
C 1.58783 3.79365 0.43208  -0.076
C 0.97479 3.72955 -0.81300  -0.083
C -0.30438 3.20000 -0.92386  -0.125
C -0.95683 2.70494 0.20126  -0.144
C 3.14820 0.67370 1.96475  -0.348
C 3.91855 1.49217 2.77299  -0.072
C 5.24676 1.73875 2.44221  -0.064
C 5.79205 1.16316 1.30947  -0.064
C 5.00538 0.37048 0.48104  -0.069
C 3.67155 0.12124 0.77820  -0.340
P 2.53561 -0.65657 -0.45509  0.987
C 3.54757 -0.64695 -1.97740  -0.392
C 4.30271 -1.72122 -2.43947  -0.078
C 5.02954 -1.60843 -3.61810  -0.074
C 5.01138 -0.42407 -4.34283  -0.079
C 4.25703 0.65190 -3.89302  -0.073
C 3.52423 0.53461 -2.72139  -0.106
C 2.42411 -2.43486 -0.05117  -0.398
C 3.21679 -3.08522 0.88601  -0.087
C 3.00314 -4.42417 1.17233  -0.066
C 1.99289 -5.12697 0.52740  -0.074
C 1.20048 -4.49007 -0.41672  -0.084
C 1.42125 -3.14975 -0.70511  -0.147
H 2.67489 -0.36441 4.77637  0.123
H 2.20378 0.35837 7.10148  0.109
H 0.38146 1.97913 7.53128  0.107
H -0.99952 2.80805 5.66722  0.095
H -0.87172 -0.15975 0.92685  -0.018
H -1.83297 -2.39592 0.97344  0.102
H -3.54665 -2.99036 2.65193  0.109
H -4.27741 -1.29567 4.30809  0.104
H -3.28086 0.95413 4.28948  0.095
H 1.41569 3.38844 2.52282  0.100
H 2.57877 4.21945 0.53230  0.107
H 1.48053 4.11219 -1.69095  0.105
H -0.81968 3.17093 -1.87826  0.071
H -1.96359 2.31427 0.08119  0.090
H 3.49329 1.94165 3.65867  0.106
H 5.84826 2.37779 3.07566  0.109
H 6.82746 1.34486 1.05201  0.108
H 5.43222 -0.03576 -0.42731  0.105
H 4.32088 -2.65009 -1.88135  0.107
H 5.61198 -2.44997 -3.97075  0.105
H 5.57768 -0.34195 -5.26150  0.105
H 4.22986 1.57452 -4.45799  0.107
H 2.92879 1.37424 -2.37419  0.099
H 3.98243 -2.53367 1.41724  0.110
H 3.61857 -4.91967 1.91213  0.106
H 1.82221 -6.16926 0.76347  0.104
H 0.41417 -5.03450 -0.92292  0.077
H 0.81331 -2.64433 -1.45012  -0.016
Se -1.84286 -3.59922 -2.53996  1.106
N -2.48457 -2.17045 -1.70122  -0.427
C -3.69021 -2.49159 -1.27998  -0.390
C -4.58157 -1.58128 -0.61038  -0.030
C -5.78972 -2.04091 -0.23134  -0.056
C -6.20195 -3.40524 -0.47852  -0.067
C -5.41331 -4.28956 -1.12009  -0.025
C -4.11435 -3.85078 -1.56183  -0.381
N -3.26561 -4.60936 -2.22342  -0.215
H -4.27926 -0.55277 -0.46618  0.095
H -6.48155 -1.37144 0.26333  0.110
H -7.18538 -3.71295 -0.14629  0.105
H -5.72722 -5.30371 -1.32258  0.113
Se -2.90808 1.18228 -2.87480  0.354
C -3.56155 2.35838 -4.23331  -0.710
C -2.96760 2.40837 -5.49810  -0.159
C -3.42754 3.27735 -6.47869  -0.114
C -4.49777 4.12544 -6.22616  -0.122
C -5.10099 4.08684 -4.97574  -0.112
C -4.63999 3.21679 -3.99711  -0.157
H -2.13152 1.75249 -5.70790  0.082
H -2.94396 3.29232 -7.44858  0.093
H -4.85539 4.80404 -6.99008  0.090
H -5.93733 4.74090 -4.75829  0.094
H -5.11635 3.19743 -3.02461  0.084

Number 1: maximum force 6.33 eV/A. Number 2: maximum force 2.88 eV/A. Number 3: maximum force 2.22 eV/A. Number 4: maximum force 1.11 eV/A.